Record 1
The following is a DFT calculation (the ωB97M-V functional and the def2-TZVPD basis) of a structure of composition C51H46BaBrClF4N4PS.

Its highest occupied orbital energy is -9.1 eV. The spin multiplicity is 1. The charge is +1. The calculation puts the total energy at -173846.025 eV. The frontier orbital gap comes out at 0.24792 Ha.

```
110
Properties=species:S:1:pos:R:3:forces:R:3:mulliken_charge:R:1
Ba -0.198235 0.049660 0.031358 0.225 -0.584 -0.139 1.062
C -3.335718 -1.944903 -1.106581 -0.075 0.162 -0.043 -0.917
C -4.029408 -0.830675 -0.373245 0.088 0.053 0.079 0.549
C -5.438568 -0.789759 -0.347763 -0.162 0.021 0.007 -1.068
C -6.056250 0.190310 0.369384 0.097 -0.076 -0.004 -0.791
C -5.287257 1.150955 1.060184 0.221 -0.198 0.042 0.653
C -5.903548 2.146841 1.840021 -0.024 0.094 0.078 -0.829
C -5.127928 3.065243 2.491025 -0.140 -0.082 -0.011 -0.864
C -3.735791 3.026518 2.356270 0.083 -0.139 -0.088 -0.449
C -3.078671 2.075687 1.591604 -0.150 0.199 0.138 1.469
S -1.340743 2.216965 1.494185 0.305 0.030 0.137 -0.340
C -3.869295 1.081025 0.935514 -0.416 0.114 0.250 -1.022
N -3.284133 0.074939 0.220787 0.559 -0.098 0.012 0.163
H -3.971112 -2.827293 -1.158375 0.059 -0.054 0.005 0.573
H -2.404118 -2.213673 -0.604382 0.002 -0.059 -0.020 -0.025
H -3.105628 -1.643082 -2.131712 0.003 -0.031 0.038 -0.036
H -6.007796 -1.542588 -0.877216 0.011 -0.010 0.015 0.552
H -7.137197 0.245328 0.425055 -0.007 -0.024 0.007 0.477
H -6.983950 2.160595 1.915421 0.003 0.007 0.009 0.423
H -5.582908 3.826854 3.111454 0.003 0.011 -0.018 0.427
H -3.129025 3.766386 2.861124 -0.007 0.014 -0.003 0.495
F -4.090584 -1.091431 -7.387330 -0.054 -0.006 -0.069 -0.278
C -3.483034 -0.467095 -6.394693 0.066 0.054 0.061 0.596
C -3.730751 0.866944 -6.137221 0.017 0.017 0.047 0.266
F -4.580734 1.547684 -6.889496 -0.069 -0.028 -0.083 -0.279
C -3.082326 1.504043 -5.091019 0.132 -0.098 0.062 0.412
F -3.368171 2.794752 -4.949254 -0.075 0.053 0.162 -0.405
C -2.178228 0.856414 -4.250730 0.112 -0.068 0.127 -0.021
P -1.320270 1.672910 -2.803868 -0.362 0.343 -0.474 0.747
C -0.286028 2.926184 -3.660527 -0.013 -0.127 0.261 0.225
C -0.793175 4.052430 -4.307176 0.030 0.125 -0.041 -0.059
C 0.066448 4.936060 -4.939953 -0.010 0.011 0.001 -0.757
C 1.437871 4.717576 -4.923548 0.002 -0.029 0.019 -0.602
C 1.950456 3.618597 -4.253651 0.133 0.020 -0.007 -0.452
C 1.093034 2.731038 -3.621109 -0.110 0.028 -0.052 -0.483
C -2.674721 2.652100 -2.062225 -0.071 -0.078 -0.013 1.356
C -2.378483 3.864896 -1.445687 0.029 -0.025 -0.051 -0.939
C -3.377016 4.586078 -0.810329 0.030 0.030 0.004 -0.799
C -4.677284 4.105849 -0.785470 -0.048 0.020 -0.068 -0.692
C -4.972090 2.883396 -1.370480 -0.071 0.120 -0.164 -0.780
C -3.972682 2.150410 -1.987592 0.104 0.077 -0.198 -0.925
C -1.927954 -0.486255 -4.559299 -0.125 0.061 -0.083 -0.349
Br -0.655606 -1.538769 -3.639744 0.060 -0.064 0.142 -0.052
C -2.566358 -1.135877 -5.604803 0.147 -0.001 0.184 0.252
F -2.302437 -2.411488 -5.871359 -0.066 -0.050 -0.081 -0.333
H -1.851829 4.261810 -4.304073 0.009 -0.034 0.019 0.423
H -0.335801 5.805771 -5.443095 -0.007 -0.006 0.010 0.413
H 2.103630 5.413376 -5.416992 0.000 -0.004 0.000 0.407
H 3.020784 3.457119 -4.211113 -0.018 -0.009 -0.006 0.555
H 1.498730 1.885920 -3.084106 0.039 -0.054 0.024 0.308
H -1.363903 4.243696 -1.458779 -0.025 0.046 0.015 0.507
H -3.136794 5.524919 -0.328443 0.014 -0.003 -0.016 0.457
H -5.459433 4.677355 -0.302987 0.016 -0.011 0.009 0.440
H -5.982545 2.495445 -1.344778 0.038 0.038 -0.018 0.534
H -4.208954 1.181091 -2.411418 -0.043 0.018 -0.092 0.537
C 5.821840 0.018395 5.184154 0.003 -0.003 -0.088 -2.188
C 6.112750 -0.016584 3.683075 0.100 0.001 0.051 1.950
C 6.947271 1.221059 3.314864 -0.052 -0.046 0.013 -1.508
C 6.906194 -1.294355 3.366996 -0.072 0.051 0.001 -1.566
C 4.835527 -0.003207 2.857446 -0.085 0.004 -0.087 0.339
C 3.564303 0.068889 3.411471 0.028 -0.013 0.020 -0.574
C 2.464647 0.092608 2.569789 -0.044 0.038 0.064 -0.921
N 2.541215 0.045117 1.243569 -0.415 0.024 -0.080 0.347
C 3.755908 -0.024771 0.684569 0.112 -0.026 0.246 -0.561
C 4.903779 -0.053091 1.464976 -0.043 0.004 -0.015 0.151
C 3.817918 -0.087329 -0.803176 0.065 0.012 -0.300 -0.873
C 5.024578 -0.000249 -1.486336 -0.016 0.014 0.081 0.070
C 5.081382 -0.082065 -2.876115 -0.087 -0.010 -0.006 0.240
C 3.869437 -0.255401 -3.531902 0.035 0.026 0.066 -0.242
C 2.706500 -0.330063 -2.782441 0.066 -0.027 -0.116 -0.931
N 2.657422 -0.241104 -1.458452 -0.313 -0.028 0.209 0.250
C 6.422479 -0.014192 -3.592827 0.069 -0.026 -0.034 1.860
C 7.151667 1.277845 -3.196676 -0.070 -0.032 0.001 -1.538
C 6.255592 -0.038852 -5.113085 -0.021 -0.002 0.093 -2.118
C 7.252045 -1.236922 -3.166291 -0.044 0.050 -0.027 -1.534
H 6.763548 0.005580 5.732728 -0.004 0.000 0.012 0.441
H 5.241287 -0.851105 5.498002 -0.005 0.019 0.032 0.421
H 5.284751 0.925379 5.466595 -0.004 -0.015 0.031 0.415
H 7.864577 1.238003 3.904823 0.001 -0.003 -0.005 0.438
H 6.389471 2.136106 3.521052 0.024 0.011 -0.004 0.380
H 7.224803 1.221755 2.260087 0.013 0.007 -0.001 0.309
H 7.817622 -1.321097 3.965313 0.002 0.003 -0.004 0.459
H 7.193541 -1.344552 2.316267 0.012 -0.013 -0.002 0.308
H 6.315100 -2.181190 3.602549 0.028 -0.016 -0.004 0.368
H 3.412771 0.107992 4.480180 -0.021 0.018 -0.025 0.531
H 1.464830 0.166763 2.990677 0.020 -0.009 0.011 0.518
H 5.872450 -0.121510 0.995190 0.008 -0.011 -0.011 0.303
H 5.944600 0.141673 -0.940301 -0.011 0.001 0.023 0.312
H 3.804597 -0.325538 -4.607645 0.006 -0.026 0.005 0.516
H 1.760252 -0.473006 -3.289367 0.025 0.058 0.009 0.306
H 6.543982 2.151928 -3.438192 0.031 0.019 0.001 0.305
H 8.093653 1.355689 -3.740529 0.004 -0.016 0.005 0.463
H 7.379408 1.304324 -2.130632 0.008 0.026 -0.001 0.318
H 5.652670 0.802265 -5.460778 0.001 -0.015 -0.036 0.411
H 5.793242 -0.969027 -5.447330 -0.010 0.017 -0.039 0.389
H 7.234135 0.032808 -5.587554 0.003 0.000 0.004 0.443
H 7.450311 -1.230608 -2.093616 0.016 -0.013 0.001 0.311
H 8.209501 -1.240467 -3.689060 0.002 0.012 0.011 0.448
H 6.724562 -2.160850 -3.410008 0.032 -0.013 0.002 0.371
Cl -4.332678 -2.526922 4.034465 -0.065 0.013 0.013 -0.198
C -2.713203 -2.784918 3.512870 0.183 -0.060 -0.028 -0.004
C -1.985325 -3.881453 3.945573 -0.027 0.048 -0.023 -0.293
C -0.683717 -4.023304 3.490523 -0.009 0.011 0.009 -0.595
C -0.171452 -3.078493 2.618264 0.000 -0.033 -0.002 -0.465
N -0.879402 -2.029993 2.193536 0.138 0.244 -0.301 0.255
C -2.124350 -1.879756 2.641739 -0.093 0.035 0.087 -0.733
H -2.426215 -4.601045 4.621757 -0.012 0.012 0.007 0.462
H -0.077795 -4.859383 3.809932 0.013 0.007 -0.013 0.396
H 0.843062 -3.157796 2.244060 -0.012 -0.030 0.008 0.438
H -2.673829 -1.009955 2.302653 0.000 -0.017 0.016 0.871
```
Positions in Å, forces in eV/Å.



Record 2
The following is a DFT calculation (the ωB97M-V functional and the def2-TZVPD basis) of a structure of composition C51H46N5P3SY.

Its highest occupied orbital energy is -15.7 eV. The spin multiplicity is 1. The charge is +3. The calculation puts the total energy at -100810.021 eV. The frontier orbital gap comes out at 0.29247 Ha.

```
107
Properties=species:S:1:pos:R:3:forces:R:3:mulliken_charge:R:1
Y -12.593747 11.100722 16.972719 -0.021 0.166 -0.285 0.046
N -10.723511 10.892096 14.192760 -0.702 -0.550 0.976 0.217
P -11.508323 9.495557 14.756266 0.285 -0.308 0.178 1.086
C -12.372135 8.680318 13.383895 1.499 -0.070 1.960 0.419
C -13.693422 8.934603 13.178236 -1.478 0.935 1.722 0.032
C -14.308668 8.424992 12.097046 0.196 -1.523 -1.656 -0.515
C -13.604942 7.627385 11.191146 1.277 0.965 -0.597 -0.729
C -12.238590 7.395627 11.382073 -1.080 0.488 1.030 -0.666
C -11.658071 7.830330 12.587208 0.035 -0.071 -2.215 -0.652
C -10.113255 8.386542 15.187914 0.448 0.504 0.565 0.333
C -8.817754 8.863014 15.505486 -0.352 -0.753 0.288 -0.617
C -7.852119 7.942405 15.964251 -0.538 1.001 -1.242 -0.717
C -8.187838 6.624199 16.110668 0.355 -1.003 0.781 -0.621
C -9.484182 6.176610 15.948906 -0.894 0.323 -0.365 -0.776
C -10.427370 7.038408 15.429506 1.749 1.492 0.524 -0.754
P -11.644919 12.290944 14.428229 -0.483 -0.179 -0.346 1.496
C -10.448706 13.603287 14.561430 -0.182 0.071 -0.360 0.443
C -10.446548 14.687188 13.709597 0.078 0.807 -0.218 -0.605
C -9.514932 15.709995 13.879934 -0.870 -1.441 -0.101 -0.881
C -8.642842 15.662364 14.921134 1.721 1.281 1.597 -0.541
C -8.684165 14.631481 15.874678 -0.354 -0.380 -0.808 -0.790
C -9.556714 13.574611 15.617139 0.340 -0.411 2.148 0.170
C -12.568928 12.626649 12.902268 0.544 -0.320 1.925 0.616
C -13.914198 12.928294 13.069600 0.061 1.025 -1.657 0.509
C -14.625764 13.317224 11.901400 0.170 -0.269 0.418 -0.731
C -13.953012 13.307686 10.651014 -1.280 -0.403 1.958 -0.784
C -12.621050 12.922717 10.588246 0.298 0.665 -1.841 -0.905
C -11.883681 12.627129 11.708330 -0.394 -0.347 -0.392 -0.757
H -9.983404 10.764759 13.548158 0.858 0.252 -0.952 0.499
H -14.314183 9.446751 13.942265 0.639 0.079 -0.586 -0.149
H -15.311114 8.605574 11.866003 -1.497 0.380 -0.009 0.545
H -14.000566 7.404103 10.205440 -0.364 -0.289 0.331 0.361
H -11.675385 7.003295 10.568808 0.495 -0.707 -0.143 0.455
H -10.623645 7.642914 12.767486 0.565 -0.117 0.094 0.483
H -8.527651 9.907524 15.449664 -0.245 -0.021 -0.274 0.425
H -6.823360 8.260403 16.041218 0.082 0.054 0.287 0.511
H -7.439919 5.916397 16.429378 0.204 -0.090 0.064 0.451
H -9.861424 5.204732 16.217253 0.565 -0.466 -0.074 0.490
H -11.402023 6.740136 15.275166 -1.971 -0.882 -0.382 0.743
H -11.170761 14.836703 12.924699 -0.120 -0.382 -0.125 0.409
H -9.535984 16.471991 13.160678 0.251 1.185 -0.642 0.551
H -7.924787 16.511899 15.064402 -0.713 -0.960 -0.124 0.347
H -8.065171 14.628804 16.769623 -0.018 0.078 -0.335 0.497
H -9.638670 12.745925 16.376947 0.266 0.727 -0.848 -0.091
H -14.257185 13.045615 14.093845 -0.576 -0.202 -0.202 -0.401
H -15.695464 13.610073 11.969253 0.927 -0.212 -0.129 0.434
H -14.575374 13.548939 9.803588 0.419 0.083 -0.379 0.443
H -12.138513 12.958070 9.602044 -0.139 -0.175 0.468 0.434
H -10.828697 12.371578 11.636151 -0.178 0.096 0.026 0.434
C -7.616596 10.545788 19.267799 -0.431 0.639 -0.334 -0.864
N -8.745001 9.638298 19.138925 0.397 -1.248 0.249 0.350
C -8.556691 8.252094 19.312582 0.119 0.579 -0.302 -0.669
C -9.790875 7.725332 19.376746 0.900 -0.821 -0.170 -0.559
N -10.703443 8.747305 19.225583 0.130 -0.974 0.602 0.698
C -10.045473 9.899644 19.111536 -0.826 2.373 -0.569 0.279
S -10.868907 11.477557 18.973028 1.100 -0.906 0.076 -0.485
C -12.076579 8.463818 19.138107 -0.214 -0.750 0.727 -0.303
C -12.655655 7.502271 19.993053 0.583 1.203 -0.758 -0.887
C -13.895092 7.046718 19.646854 -0.473 0.195 -0.492 -0.701
C -14.589160 7.613725 18.573566 -0.145 -0.203 0.810 -1.083
C -13.985342 8.622420 17.907555 -0.115 0.699 -0.889 -0.522
N -12.721774 9.022851 18.149346 -0.681 0.220 -0.768 1.243
H -6.747565 10.128920 18.766253 0.015 -0.173 0.305 0.338
H -7.498743 10.726551 20.323422 0.586 0.044 0.292 0.363
H -7.842237 11.490019 18.792587 -0.197 0.199 -0.135 0.296
H -7.552305 7.798387 19.276073 -0.880 0.365 0.232 0.498
H -10.067768 6.691327 19.406045 -0.218 -0.129 0.094 0.560
H -12.177347 7.246692 20.914677 0.385 -0.489 0.173 0.677
H -14.350376 6.269962 20.198751 -0.461 -0.629 0.695 0.520
H -15.621478 7.398353 18.367728 -0.122 -0.437 -0.141 0.567
H -14.554813 9.140568 17.116072 0.378 -0.160 0.227 0.648
N -12.710583 13.496320 17.418665 -1.320 0.503 0.519 -0.375
C -13.891299 14.162200 16.785759 2.473 1.015 -0.414 0.531
C -13.652616 15.330507 16.054204 2.142 -0.625 1.344 -0.263
C -14.630519 15.911189 15.343076 -1.660 -0.127 -0.922 -0.974
C -15.873222 15.271144 15.233657 -0.730 0.491 0.274 -0.724
C -16.144882 14.153123 16.015385 -0.389 0.332 -1.280 -1.066
C -15.129888 13.627137 16.797805 -1.026 -1.920 0.259 0.146
P -15.288436 11.978182 17.529387 0.297 -0.084 0.902 1.981
C -16.786570 11.209334 16.889838 0.806 -0.522 -0.567 -0.082
C -17.911384 11.088839 17.665681 -1.416 0.285 0.246 -0.694
C -19.053735 10.491926 17.107756 0.361 0.138 0.514 -0.659
C -19.064334 10.011720 15.794708 -1.662 -0.048 1.965 -0.763
C -17.913287 10.026014 15.089260 1.349 -0.203 -1.266 -0.530
C -16.772962 10.595272 15.624364 0.835 0.731 -0.655 0.190
C -15.501470 12.266003 19.341757 -0.418 1.028 -1.069 0.420
C -15.365749 11.239076 20.250595 0.550 -0.812 -0.143 0.049
C -15.610243 11.472593 21.592188 -0.670 -0.169 0.460 -0.688
C -16.102005 12.708248 22.027888 -0.208 -0.420 0.813 -0.589
C -16.292864 13.725548 21.100995 0.468 -1.063 0.571 -0.902
C -15.952374 13.523777 19.788637 0.210 -0.638 -0.158 -0.408
H -11.875909 13.903024 16.991901 0.003 0.153 0.374 0.032
H -12.728749 13.712179 18.436191 0.295 -0.071 -0.790 0.386
H -12.637801 15.754562 16.065584 -0.469 -0.069 0.022 0.460
H -14.439368 16.814268 14.814772 0.068 0.535 -0.423 0.505
H -16.649499 15.698701 14.581788 0.414 -0.284 0.368 0.491
H -17.077297 13.589955 15.869706 0.334 0.471 0.345 0.520
H -17.973060 11.562042 18.656043 0.083 -0.458 -0.400 0.466
H -19.910329 10.389431 17.763577 -0.179 0.091 -0.318 0.435
H -20.003873 9.612500 15.428572 0.243 -0.090 -0.219 0.433
H -17.851062 9.583134 14.097737 -0.128 0.169 0.106 0.510
H -15.913276 10.687489 14.922798 -0.350 -0.085 0.824 0.021
H -15.062550 10.231500 19.904611 -0.210 0.618 0.315 0.110
H -15.564008 10.624876 22.269433 0.190 0.263 0.113 0.452
H -16.389949 12.856553 23.098559 0.382 -0.176 -1.122 0.377
H -16.711739 14.644178 21.401140 -0.315 0.996 0.324 0.533
H -16.071975 14.372680 19.160541 -0.060 0.319 -0.892 0.511
```
Positions in Å, forces in eV/Å.



- Among the records above, which one has the lowest highest occupied orbital energy?
  C51H46N5P3SY